1.
Here is one molecule with the formula C3H2O from the OMol25 dataset. Energies are from ωB97M-V/def2-TZVPD.

Each line ends with the Mulliken charge.
Cartesian coordinates (Å):
C1 0.225 -1.009 0.029  -0.570
C2 0.806 0.286 0.002  -0.463
C3 2.113 0.104 0.039  0.679
O1 3.232 -0.058 -0.034  -0.209
H1 -0.780 -0.989 -0.324  0.181
H2 0.480 1.221 -0.238  0.382

Summary:
E_LUMO	0.012	eV
HOMO energy	-8.7	eV
molar mass	54.05	Da

=====

2.
Here is one molecule with the formula C3H2O from the OMol25 dataset. Energies are from ωB97M-V/def2-TZVPD.

Each line ends with the Mulliken charge.
Cartesian coordinates (Å):
O1 0.516 -2.065 -0.803  -0.286
C1 0.157 -1.029 -0.442  0.624
C2 0.150 0.190 0.164  -0.319
C3 -0.494 1.380 0.466  -0.344
H1 1.185 0.042 0.549  0.197
H2 -1.513 1.482 0.066  0.129

Summary:
E_LUMO	-0.527	eV
HOMO energy	-8.5	eV
molar mass	54.05	Da

=====

Stability, descending: 1, 2

=====

1.
Here is one molecule with the formula C16H26N6O5S from the OMol25 dataset. Energies are from ωB97M-V/def2-TZVPD.

Each line ends with the Mulliken charge.
Cartesian coordinates (Å):
C1 -2.109 2.941 -3.064  -0.981
S1 -2.178 1.558 -1.915  0.206
C2 -3.627 0.628 -2.508  1.488
C3 -3.651 -0.716 -1.769  -0.455
O1 -4.670 -1.159 -1.273  -0.663
N1 -2.481 -1.402 -1.787  -0.099
C4 -2.295 -2.557 -0.927  -0.978
C5 -2.105 -2.138 0.519  -0.637
O2 -1.059 -1.188 0.551  -0.028
C6 -0.902 -0.566 1.812  -0.577
C7 -0.022 0.653 1.637  -1.200
N2 1.296 0.328 1.103  0.043
C8 1.482 0.494 -0.329  -0.683
C9 2.233 -0.107 1.973  0.983
O3 2.004 -0.261 3.161  -0.653
C10 3.613 -0.432 1.395  -0.933
N3 4.601 -0.593 2.432  0.761
C11 4.622 -1.411 3.497  0.006
N4 5.729 -1.232 4.178  -0.591
C12 6.363 -0.253 3.475  0.558
C13 7.690 0.305 3.882  0.025
N5 8.164 -0.258 5.019  -0.318
O4 8.266 1.164 3.250  -0.611
N6 5.717 0.159 2.408  -0.905
C14 -5.008 1.306 -2.471  -0.903
C15 -5.333 0.613 -3.807  -0.017
O5 -6.062 1.311 -4.785  -0.567
C16 -3.823 0.385 -4.032  -0.923
H1 -1.335 3.604 -2.682  0.396
H2 -1.831 2.626 -4.067  0.290
H3 -3.047 3.492 -3.087  0.323
H4 -1.655 -0.870 -2.015  0.236
H5 -3.168 -3.202 -1.010  0.388
H6 -1.421 -3.104 -1.281  0.416
H7 -3.031 -1.688 0.896  0.456
H8 -1.865 -3.009 1.141  0.358
H9 -1.877 -0.247 2.201  0.389
H10 -0.453 -1.259 2.532  0.381
H11 -0.497 1.345 0.940  0.422
H12 0.099 1.146 2.601  0.453
H13 2.401 0.025 -0.667  0.454
H14 0.651 0.023 -0.852  0.071
H15 1.512 1.553 -0.597  0.218
H16 3.544 -1.342 0.793  0.279
H17 3.984 0.368 0.759  0.508
H18 3.820 -2.088 3.734  0.477
H19 7.624 -0.959 5.497  0.266
H20 9.045 0.056 5.383  0.218
H21 -5.633 1.087 -1.610  0.244
H22 -4.918 2.385 -2.612  0.225
H23 -5.860 -0.324 -3.644  0.344
H24 -5.655 2.174 -4.917  0.336
H25 -3.404 1.199 -4.625  0.220
H26 -3.484 -0.568 -4.434  0.285

Summary:
E_LUMO	0.252	eV
HOMO energy	-9.3	eV
molar mass	414.49	Da
SMILES	CS[C@]1(C(=O)NCCOCCN(C)C(=O)Cn2cnc(C(N)=O)n2)C[C@H](O)C1

=====

2.
Here is one molecule with the formula C16H26N6O5S from the OMol25 dataset. Energies are from ωB97M-V/def2-TZVPD.

Each line ends with the Mulliken charge.
Cartesian coordinates (Å):
C1 -0.558 4.962 3.627  -0.808
S1 0.985 4.045 3.784  0.045
C2 0.333 2.388 4.123  1.214
C3 -0.738 1.962 3.128  -0.551
O1 -1.788 1.458 3.487  -0.678
N1 -0.422 2.147 1.824  0.020
C4 -1.238 1.598 0.762  -1.011
C5 -0.880 0.159 0.455  -0.604
O2 0.455 0.128 -0.011  0.003
C6 0.921 -1.190 -0.230  -0.537
C7 2.336 -1.122 -0.760  -1.280
N2 2.426 -0.451 -2.051  0.052
C8 2.774 0.959 -2.038  -0.883
C9 2.121 -1.179 -3.149  1.018
O3 1.773 -2.346 -3.082  -0.651
C10 2.198 -0.458 -4.496  -0.981
N3 2.063 -1.368 -5.607  0.734
C11 1.128 -2.297 -5.872  -0.018
N4 1.379 -2.867 -7.027  -0.589
C12 2.514 -2.237 -7.437  0.567
C13 3.199 -2.561 -8.727  0.028
N5 2.576 -3.551 -9.412  -0.318
O4 4.198 -1.989 -9.104  -0.610
N6 2.962 -1.321 -6.608  -0.867
C14 1.526 1.408 4.309  -0.840
C15 1.368 1.547 5.843  -0.107
O5 2.304 2.408 6.454  -0.561
C16 -0.029 2.163 5.609  -0.975
H1 -0.297 6.012 3.513  0.415
H2 -1.113 4.631 2.751  0.216
H3 -1.170 4.844 4.520  0.266
H4 0.493 2.509 1.607  0.318
H5 -2.281 1.652 1.070  0.410
H6 -1.106 2.209 -0.132  0.397
H7 -0.982 -0.448 1.363  0.404
H8 -1.560 -0.246 -0.306  0.364
H9 0.910 -1.758 0.709  0.382
H10 0.280 -1.709 -0.950  0.393
H11 2.967 -0.574 -0.057  0.450
H12 2.724 -2.135 -0.862  0.462
H13 2.774 1.378 -3.039  0.439
H14 2.054 1.512 -1.434  0.182
H15 3.770 1.098 -1.614  0.298
H16 1.422 0.311 -4.540  0.286
H17 3.161 0.029 -4.633  0.505
H18 0.322 -2.527 -5.198  0.481
H19 1.752 -3.984 -9.033  0.266
H20 2.962 -3.846 -10.290  0.218
H21 1.276 0.410 3.948  0.282
H22 2.488 1.717 3.898  0.305
H23 1.399 0.620 6.409  0.419
H24 2.218 3.283 6.056  0.388
H25 -0.269 3.047 6.200  0.309
H26 -0.833 1.434 5.697  0.333

Summary:
E_LUMO	0.228	eV
HOMO energy	-9.2	eV
molar mass	414.49	Da
SMILES	CS[C@]1(C(=O)NCCOCCN(C)C(=O)Cn2cnc(C(N)=O)n2)C[C@H](O)C1

=====

Stability, descending: 2, 1